ORCA calculation (the ωB97M-V functional and the def2-TZVPD basis) on C11H15BrIrN2O7 as an isolated structure.

Values from the calculation:
- expectation value of S² = 8.77
- M (g/mol) = 559.4
- HOMO-LUMO gap (alpha / beta) (eV) = 7.4 / 5.8
- E_HOMO (alpha / beta) (Eh) = -0.52330 / -0.59158
- energy relative to the best compared isomer or geometry (same formula, charge and spin) (kJ/mol) = 13.87
- maximum force (eV/A) = 6.48

```
! RIJCOSX wB97M-V def2-TZVPD def2/J DEFGRID3
* xyz 2 6
Ir -0.611 0.570 -0.724
O -0.525 0.046 1.253
C -0.294 0.925 2.321
C 1.014 1.683 2.269
N 1.753 1.643 0.973
C 2.091 2.862 0.210
C 0.883 3.345 -0.682
O 1.066 4.303 -1.419
O -0.232 2.644 -0.602
C 2.576 0.506 0.870
C 2.121 -0.561 -0.139
O 2.708 -1.582 -0.365
O 1.304 0.144 -1.002
H -0.957 -0.778 1.577
H -0.380 0.289 3.254
H -1.072 1.704 2.291
H 1.519 1.173 3.139
H 0.932 2.714 2.648
H 2.899 2.919 -0.493
H 2.192 3.646 0.998
H 2.743 0.038 1.867
H 3.528 0.783 0.384
O -2.883 -4.959 -0.827
C -2.378 -3.712 -0.789
C -1.000 -3.520 -0.947
C -0.503 -2.257 -1.264
N -1.295 -1.161 -1.026
C -2.620 -1.335 -0.664
Br -3.314 0.394 -0.055
C -3.195 -2.591 -0.546
H -2.259 -5.707 -0.757
H -0.272 -4.328 -0.897
H 0.502 -2.034 -1.620
H -4.225 -2.644 -0.285
O -0.823 1.301 -2.782
H 0.109 1.292 -3.169
H -1.101 2.244 -3.000
*
```

Mulliken atomic charge list, values in e, 8 entries: atom 1 (Ir): 1.62, atom 2 (O): -0.34, atom 3 (C): -0.33, atom 4 (C): -0.74, atom 5 (N): 0.31, atom 6 (C): -0.58, atom 7 (C): 0.49, atom 8 (O): -0.53